[1]
{
  "formula": "C20H53CuN4O11",
  "method": "wB97M-V/def2-TZVPD",
  "elements": ["Cu", "O", "O", "O", "O", "O", "O", "O", "O", "O", "O", "O", "N", "N", "N", "N", "C", "C", "C", "C", "C", "C", "C", "C", "C", "C", "C", "C", "C", "C", "C", "C", "C", "C", "C", "C", "H", "H", "H", "H", "H", "H", "H", "H", "H", "H", "H", "H", "H", "H", "H", "H", "H", "H", "H", "H", "H", "H", "H", "H", "H", "H", "H", "H", "H", "H", "H", "H", "H", "H", "H", "H", "H", "H", "H", "H", "H", "H", "H", "H", "H", "H", "H", "H", "H", "H", "H", "H", "H"],
  "coordinates": [[1.403143, -3.771488, 0.608791], [-2.785999, -6.416183, -1.592379], [-3.012402, -3.090120, 0.208809], [6.587472, 6.202199, -0.566937], [-2.106842, -1.371585, 4.381787], [-3.831818, 1.370326, -1.371229], [0.067150, -2.184036, 1.268884], [0.848482, -4.803585, 2.419128], [-1.564909, -1.102678, 1.617117], [4.361069, 2.391475, 0.784266], [-0.776947, 4.125974, -1.879416], [0.321586, -0.105016, 1.065085], [-1.268882, 2.075341, -0.076246], [4.063989, 4.645003, -1.304043], [-0.471972, -4.931512, -0.294204], [-0.390685, -1.083300, 1.278899], [-0.426405, -6.071350, 0.672948], [-0.102043, 5.013570, -2.778274], [-2.044570, -5.461609, -2.294125], [3.526343, 3.313704, -1.482624], [-0.733768, 4.538316, -0.507973], [-4.808248, 0.616938, -2.035032], [-4.313407, -2.852043, -0.063798], [-3.305978, -2.051273, 4.450370], [-0.535299, -5.373448, -1.711581], [3.333223, 1.785864, 1.453098], [-3.475014, 0.954911, -0.032016], [-0.543532, 3.292253, 0.452115], [7.396421, 7.291591, -0.225668], [4.349409, 2.223803, -0.693587], [-0.348252, -5.622621, 2.230914], [5.971730, 6.245893, -1.806345], [5.252643, 4.920444, -2.147838], [-4.213415, -6.537187, -1.823550], [0.881886, -4.195995, 3.633044], [-2.537630, 1.951985, 0.647216], [7.654346, 7.242807, 0.832245], [-4.404134, -5.852110, -2.649628], [-0.834110, 3.458150, 1.489492], [-5.775407, 0.731121, -1.545477], [-2.558074, -4.535926, -2.034259], [0.541651, 3.227502, 0.531309], [-1.369337, -6.618070, 0.664087], [-4.445370, 0.920719, 0.463300], [-0.620150, 5.016544, -3.737263], [-3.330867, -2.352685, 5.497577], [-4.839096, -6.149727, -1.019498], [5.350825, 2.148424, -1.117359], [3.782501, 1.322050, -0.925014], [-2.961975, 2.948645, 0.768531], [-4.522579, -0.434235, -1.995849], [-1.397493, -4.527764, -0.271976], [-0.253771, -6.472283, 2.907122], [-1.862573, -1.289652, 3.457009], [1.781560, -3.589174, 3.735248], [-4.114158, -1.347264, 4.252040], [-3.452430, -2.905772, 3.789709], [4.875357, 4.881146, -3.169708], [-4.552404, -7.562902, -1.968752], [0.333279, -6.774948, 0.332483], [0.030631, 5.288624, -0.305870], [0.100243, -4.746568, -2.337038], [-4.637424, -1.893256, 0.340975], [2.383743, 1.917267, 0.934129], [-3.072634, -0.058039, -0.020995], [-1.875027, -5.733441, -3.335985], [0.924606, 4.781038, -3.061172], [6.699363, 6.415727, -2.599948], [3.197645, 2.083328, 2.492926], [5.309554, 7.111502, -1.825234], [0.955012, -4.962703, 4.404345], [-0.784649, 1.252601, 0.253472], [-1.185531, -4.998899, 2.544024], [4.411216, 4.570202, -0.358563], [2.518992, 3.279825, -1.067655], [-2.613585, -2.290725, 0.560238], [-5.022972, 0.986303, -3.037809], [7.091641, 8.320675, -0.415920], [-2.290766, 1.674667, 1.672034], [5.967240, 4.099252, -2.203470], [-0.158229, -6.395301, -1.753112], [-1.654444, 5.029691, -0.193298], [-0.036075, -3.623086, 3.764311], [8.319597, 7.176358, -0.793621], [3.524145, 2.993166, -2.524422], [3.412084, 0.700724, 1.387182], [-0.092267, 6.072676, -2.520814], [-4.867427, -3.678140, 0.381996], [-4.346794, -2.792627, -1.151677]],
  "atomic_forces_ev_per_a": [[-1.339, -0.269, 0.063], [-0.211, -1.855, 1.170], [3.222, -0.357, 0.955], [-1.187, -1.100, 0.772], [1.640, 0.306, -0.659], [2.006, 1.272, 0.580], [3.403, -3.750, -0.843], [-0.036, -1.336, -2.954], [-2.861, 3.183, 0.010], [1.944, 1.512, -3.561], [0.965, 0.606, 0.865], [-0.404, 2.091, -0.644], [0.118, 1.878, 4.325], [3.200, -3.501, -0.180], [0.458, -0.220, 0.027], [0.008, -1.007, 0.993], [-1.146, 0.598, 1.616], [-0.454, 0.542, -1.054], [1.476, 0.333, 1.351], [-0.864, 0.633, -0.213], [-1.001, -0.417, 0.477], [-0.773, -0.521, 0.743], [-1.507, 0.194, -0.736], [-1.077, 0.160, 1.020], [-1.227, -1.286, -0.089], [-2.085, -1.801, -0.114], [-1.652, -0.073, -1.046], [0.899, 0.886, -2.242], [1.842, 0.375, 0.001], [-0.564, -0.283, 2.631], [1.558, 0.379, -2.027], [-0.032, 0.260, -0.559], [-1.048, 1.885, -0.625], [0.739, 1.387, -0.451], [0.020, 0.441, 2.053], [-1.409, 0.749, -2.003], [-0.216, -0.290, -0.091], [-0.539, -0.538, -0.477], [-0.659, 0.210, -0.189], [-0.179, -0.159, 0.435], [0.260, 0.734, -1.059], [-0.012, -1.252, -0.402], [-0.128, -0.163, -0.326], [0.171, -0.062, 0.841], [-0.323, -0.369, 0.131], [-0.671, -0.375, -0.129], [0.497, 0.142, 0.568], [0.131, 0.212, 0.528], [0.077, -0.179, -0.074], [-0.345, -0.014, -0.420], [-0.153, -0.164, -0.458], [-0.125, 0.857, 1.309], [-0.151, -0.229, -0.233], [0.110, 0.151, -0.134], [-0.176, 0.199, -0.202], [-0.457, -0.095, 0.100], [0.428, -0.188, -0.093], [0.024, 0.651, -0.256], [0.565, 0.032, -0.433], [0.317, 0.197, 0.503], [0.367, -0.263, -0.047], [-0.321, 0.073, -0.122], [-0.383, -0.024, 0.140], [-0.436, 0.531, -0.026], [0.298, 0.024, -0.090], [-0.604, 0.397, -0.317], [0.268, -0.672, 0.618], [0.197, -0.086, -0.263], [0.573, 0.295, -0.212], [-0.511, -0.075, -0.276], [-0.166, 0.004, 0.370], [1.493, -1.721, -1.179], [-0.314, -0.093, -0.338], [-0.438, 1.587, 1.330], [-0.150, -0.042, -0.003], [0.487, -0.131, 0.335], [0.832, 0.011, -0.026], [-1.033, -0.181, -0.264], [0.269, -0.742, 0.141], [0.065, -0.513, 0.985], [0.195, -0.049, -0.252], [-0.377, 0.020, -0.482], [0.085, 0.395, 0.378], [0.335, 0.118, 0.046], [-0.125, 0.221, -0.046], [0.383, -0.262, 0.427], [-0.273, -0.045, 0.731], [-0.656, 0.209, -0.430], [-1.125, -0.187, -0.220]],
  "lowdin_charge": [0.55, -0.21, -0.13, -0.18, -0.12, -0.18, 0.01, -0.27, -0.02, -0.14, -0.16, 0.01, 0.23, 0.18, -0.07, -0.57, -0.13, -0.09, -0.19, -0.12, -0.17, -0.09, -0.18, -0.18, -0.14, -0.12, -0.16, -0.08, -0.09, -0.07, -0.09, -0.21, -0.09, -0.05, -0.13, -0.11, 0.10, 0.08, 0.14, 0.10, 0.10, 0.09, 0.11, 0.14, 0.10, 0.09, 0.07, 0.14, 0.14, 0.14, 0.08, 0.07, 0.13, 0.02, 0.11, 0.08, 0.08, 0.14, 0.09, 0.12, 0.12, 0.11, 0.08, 0.06, 0.10, 0.12, 0.07, 0.14, 0.12, 0.14, 0.10, 0.09, 0.12, 0.15, 0.12, 0.03, 0.10, 0.10, 0.16, 0.15, 0.11, 0.12, 0.09, 0.10, 0.14, 0.10, 0.09, 0.09, 0.08],
  "homo_lumo_gap_ev": [8.47, 3.14],
  "s2": 2.009,
  "charge": 2,
  "spin_multiplicity": 3
}



[2]
{
  "formula": "C20H53N6O6S",
  "method": "wB97M-V/def2-TZVPD",
  "elements": ["S", "O", "O", "O", "O", "O", "O", "N", "N", "N", "N", "N", "N", "C", "C", "C", "C", "C", "C", "C", "C", "C", "C", "C", "C", "C", "C", "C", "C", "C", "C", "C", "C", "H", "H", "H", "H", "H", "H", "H", "H", "H", "H", "H", "H", "H", "H", "H", "H", "H", "H", "H", "H", "H", "H", "H", "H", "H", "H", "H", "H", "H", "H", "H", "H", "H", "H", "H", "H", "H", "H", "H", "H", "H", "H", "H", "H", "H", "H", "H", "H", "H", "H", "H", "H", "H"],
  "coordinates": [[0.858671, 3.615797, 4.882787], [-0.622695, 3.703112, -2.157650], [-1.918910, 0.406294, -0.864320], [-5.507508, -1.497854, -2.891719], [1.083787, 2.278120, 1.813403], [5.064501, -5.232597, -1.789362], [2.643500, -1.531362, -0.770391], [-4.992311, 0.978883, -1.290421], [-1.855007, 2.775279, 6.433933], [3.762097, -4.110722, 0.660502], [1.993287, 2.551831, -1.200272], [0.174025, 2.192730, 5.541105], [-1.726401, 1.016838, 4.876301], [-5.232141, 0.907058, -2.728937], [6.354861, -4.742874, -1.469576], [3.300087, -5.251240, -0.125712], [1.005413, 1.099651, 6.131393], [-6.003719, -2.244050, -1.796009], [-6.157565, -0.243817, -3.079199], [1.901095, -2.483894, -0.024955], [4.463431, -5.999477, -0.750967], [3.412088, -2.072783, -1.835254], [-2.290827, -0.808039, -1.497370], [-0.043134, 2.960429, 1.287416], [0.222126, 2.812265, -2.895568], [-3.909128, 1.883887, -0.909687], [-1.159230, 1.991421, 5.593612], [0.969677, 1.859808, -1.980196], [2.701267, -3.193949, 1.067220], [-2.500879, 1.584404, -1.420083], [-0.159777, 5.044250, -2.164551], [1.602545, 1.248159, 0.967950], [2.550757, 1.736906, -0.123139], [-2.857445, 2.720331, 6.257645], [-2.456368, -0.684146, -2.569275], [3.512427, -1.294472, -2.592764], [-2.436276, 1.571199, -2.512124], [1.675414, 3.194279, 3.873806], [0.230991, 1.379381, -1.331686], [-4.299144, 0.758693, -3.285905], [1.594063, 3.389881, -0.798969], [-5.684780, 1.845025, -3.062929], [0.724026, 5.164656, -1.529797], [2.934241, -2.939886, -2.294917], [2.636638, -4.937154, -0.940594], [-7.099720, -0.186975, -2.527846], [3.052027, 0.872143, -0.561295], [1.115240, -1.909959, 0.477109], [-5.689893, -1.809154, -0.840658], [-0.953765, 5.671769, -1.760203], [0.993243, 0.232298, 5.466171], [-3.871773, 1.877503, 0.184936], [0.624754, 0.834507, 7.124305], [-0.675746, 2.307185, 0.682999], [0.903053, 3.359441, -3.551666], [2.006629, -3.732413, 1.720739], [5.193577, -6.311522, 0.000238], [6.797118, -4.350967, -2.384507], [3.176331, -2.423518, 1.682197], [-0.440111, 2.215664, -3.529332], [-4.183566, 2.900637, -1.208162], [-5.587441, -3.248512, -1.862730], [3.328512, 2.341766, 0.353273], [-1.560408, 3.743869, 6.282235], [-1.864577, 2.400950, -1.095754], [2.744225, -5.932390, 0.525275], [0.068358, 5.381631, -3.178356], [-1.470909, -1.514206, -1.356468], [-3.176679, -1.238195, -1.024287], [2.185174, 0.598844, 1.627643], [6.304150, -3.927115, -0.740632], [-0.631647, 3.324463, 2.134491], [-1.707699, 1.202657, 3.872652], [0.788349, 0.628571, 0.578080], [2.010365, 1.503444, 6.256673], [1.446232, 1.084905, -2.587413], [4.441081, -3.591313, 0.120362], [-7.094173, -2.316536, -1.824868], [6.998273, -5.538489, -1.084863], [1.383427, -3.178412, -0.695218], [-6.393559, -0.176025, -4.144839], [0.264512, 3.834363, 0.710072], [4.069336, -6.903215, -1.224439], [4.418521, -2.327763, -1.497141], [-4.769916, 0.054249, -0.946744], [-2.698675, 0.843568, 5.125194]],
  "atomic_forces_ev_per_a": [[0.225, 0.873, 0.697], [0.604, 0.443, -0.262], [-0.169, 0.049, -0.151], [-0.214, -0.005, 0.291], [-0.166, -0.106, -0.022], [0.242, 0.034, 0.255], [-0.116, -0.278, -0.007], [0.090, 0.096, -0.084], [-0.992, 0.198, -1.574], [-0.208, -0.004, -0.083], [-0.106, -0.170, 0.043], [1.195, -0.478, -0.627], [-1.323, -0.247, 0.280], [-0.034, -0.194, 0.269], [-0.119, 0.049, -0.171], [0.272, 0.190, 0.042], [-0.166, 0.040, -0.335], [0.173, -0.039, -0.137], [0.227, 0.119, -0.468], [-0.188, 0.204, 0.229], [-0.404, -0.167, -0.296], [0.100, 0.370, -0.017], [0.230, -0.099, 0.290], [0.074, 0.122, 0.250], [-0.269, -0.423, 0.017], [-0.143, -0.274, 0.071], [0.232, 0.916, 0.103], [0.020, 0.381, 0.126], [0.293, 0.017, 0.011], [-0.142, 0.049, 0.391], [-0.173, -0.043, 0.152], [0.384, -0.388, 0.078], [0.140, 0.438, -0.050], [0.031, 0.080, 0.363], [-0.105, 0.052, 0.015], [-0.040, 0.013, 0.010], [-0.090, -0.147, -0.023], [-0.791, -0.604, 0.017], [-0.073, -0.189, -0.168], [-0.065, 0.040, -0.182], [0.015, 0.032, -0.065], [0.028, 0.015, 0.012], [0.098, 0.078, -0.118], [0.021, -0.068, 0.090], [-0.070, -0.181, -0.057], [0.073, -0.035, 0.143], [-0.135, -0.083, 0.045], [0.004, 0.017, -0.005], [-0.151, -0.009, 0.084], [-0.032, -0.057, -0.017], [0.227, 0.083, 0.201], [0.067, 0.075, -0.005], [-0.010, 0.029, -0.223], [0.098, -0.038, -0.079], [0.037, 0.093, 0.112], [-0.049, -0.031, -0.073], [0.045, 0.155, 0.032], [-0.058, -0.032, -0.020], [-0.090, 0.040, 0.008], [0.044, 0.025, -0.057], [0.045, -0.013, -0.077], [0.015, 0.029, -0.058], [-0.005, -0.069, 0.071], [0.401, -0.042, 1.068], [-0.029, 0.018, -0.019], [-0.018, 0.024, 0.008], [0.052, 0.015, 0.024], [0.031, 0.032, -0.014], [-0.087, -0.053, -0.188], [0.008, 0.033, 0.019], [0.128, -0.053, 0.102], [0.011, 0.029, 0.022], [0.988, -0.577, -0.009], [-0.105, 0.168, -0.088], [-0.128, -0.117, -0.143], [0.012, -0.014, 0.031], [0.038, -0.047, 0.013], [-0.002, 0.023, 0.062], [0.009, 0.035, 0.051], [0.143, -0.078, -0.068], [-0.047, 0.021, 0.026], [-0.161, -0.024, -0.130], [0.020, -0.021, 0.052], [-0.004, -0.178, -0.101], [-0.037, -0.016, -0.039], [0.123, -0.154, 0.036]],
  "lowdin_charge": [0.86, -0.23, -0.21, -0.19, -0.24, -0.19, -0.21, -0.05, 0.23, -0.05, -0.04, -0.50, 0.23, -0.21, -0.11, -0.21, -0.04, -0.11, -0.21, -0.22, -0.21, -0.08, -0.08, -0.10, -0.19, -0.19, -0.49, -0.19, -0.20, -0.23, -0.10, -0.20, -0.19, 0.13, 0.10, 0.09, 0.11, -0.09, 0.09, 0.10, 0.07, 0.13, 0.08, 0.09, 0.10, 0.12, 0.10, 0.11, 0.07, 0.09, 0.09, 0.11, 0.10, 0.08, 0.13, 0.12, 0.12, 0.09, 0.12, 0.12, 0.12, 0.09, 0.12, 0.13, 0.08, 0.12, 0.09, 0.08, 0.07, 0.12, 0.07, 0.06, 0.15, 0.11, 0.09, 0.13, 0.07, 0.09, 0.09, 0.11, 0.12, 0.08, 0.12, 0.07, 0.06, 0.13],
  "homo_lumo_gap_ev": 5.99,
  "charge": 1
}



| no. | E_tot (Eh) |
| --- | --- |
| 1 | -3479.8813 |
| 2 | -1971.5541 |